(1)
This record from the OMol25 dataset describes C8H17NO2S in the gas phase. The level of theory is ωB97M-V with the def2-TZVPD basis set.

Each line ends with the Löwdin charge.
CARTESIAN COORDINATES (ANGSTROEM)
1 S -0.5238 -0.8335 0.2735  0.81
2 O -0.4451 -0.3885 1.6317  -0.32
3 O 0.5104 -0.1228 -0.8494  -0.29
4 N 1.8076 -0.6834 -0.7214  0.04
5 C 2.7549 -0.0088 -0.2174  -0.37
6 C -2.4950 1.0654 0.0071  -0.27
7 C -0.4820 -2.4477 0.2938  -0.26
8 C -3.2831 -1.1487 -0.4175  -0.09
9 C -2.1176 -0.2265 -0.6614  -0.37
10 C -1.3483 2.0971 -0.0196  -0.11
11 C 2.6367 1.2720 0.5246  -0.02
12 C 4.1478 -0.6183 -0.2355  -0.01
13 H 3.0952 1.0737 1.4539  0.07
14 H 4.4678 -0.3399 0.6697  0.02
15 H 3.9631 -1.7443 -0.4221  0.13
16 H -0.4677 1.9167 0.6943  0.08
17 H -3.4679 1.6252 -0.4249  0.18
18 H -0.2397 -3.0240 1.1509  0.02
19 H -3.7999 -0.8100 0.4288  0.05
20 H -4.0241 -1.1045 -1.2849  0.11
21 H -1.0373 2.2954 -1.0826  0.10
22 H -0.4545 -3.1355 -0.4682  0.00
23 H -2.8440 -2.1843 -0.0837  0.10
24 H 4.8267 -0.0629 -0.9258  0.10
25 H 1.6559 1.6048 0.9423  0.08
26 H -1.6495 3.0153 0.2149  0.01
27 H -1.9253 -0.0300 -1.6430  0.09
28 H -2.5584 0.9163 0.9955  0.05
29 H 3.2970 2.0316 0.1762  0.08

The SMILES is C=[S@@](=O)(ON=C(C)C)[C@@H](C)CC. For the gap between HOMO and LUMO, the calculation gives 8.73 eV. The molar mass is 191.30 g/mol. The HOMO energy is -7.9 eV. Its energy relative to the best compared isomer or geometry (same formula, charge and spin) is 7.011 eV.

(2)
This record from the OMol25 dataset describes C8H17O3P in the gas phase. The level of theory is ωB97M-V with the def2-TZVPD basis set.

Each line ends with the Löwdin charge.
CARTESIAN COORDINATES (ANGSTROEM)
1 P 2.4139 0.9550 1.2816  0.88
2 O 2.4936 -1.8965 -0.2014  0.15
3 O 1.9246 -0.6495 1.5930  -0.24
4 O 0.3855 -1.9127 0.5613  0.00
5 C -2.7267 -0.9157 -1.3304  -0.20
6 C -0.5295 -0.9375 0.0163  -0.19
7 C -1.8315 -1.6518 -0.3063  -0.16
8 C 3.1794 1.1828 2.9230  -0.29
9 C 3.9536 0.7404 0.3149  -0.29
10 C -2.5215 0.6070 -1.4516  -0.27
11 C 1.6692 -1.5026 0.5680  -0.65
12 C -3.8105 1.3306 -1.8612  -0.12
13 H 3.7207 2.1308 2.9351  0.04
14 H -0.0882 -0.4843 -0.8784  0.13
15 H -3.7748 -1.0917 -1.0674  0.10
16 H -2.1706 1.0391 -0.5112  0.10
17 H 3.8532 0.3498 3.1397  0.05
18 H -2.5802 -1.3734 -2.3141  0.11
19 H -2.3868 -1.8430 0.6169  0.12
20 H 4.3760 -0.2620 0.3953  0.05
21 H 3.7750 0.9534 -0.7421  0.03
22 H -4.6126 1.1170 -1.1485  0.07
23 H -4.1340 1.0305 -2.8605  0.07
24 H -1.5625 -2.6352 -0.7044  0.12
25 H 2.3865 1.1945 3.6763  0.04
26 H -3.6538 2.4124 -1.8588  0.07
27 H -0.6755 -0.1451 0.7594  0.12
28 H 4.7003 1.4534 0.6822  0.04
29 H -1.7729 0.8043 -2.2265  0.11

The SMILES is CCCCCOC(=O)OP(C)C. For the gap between HOMO and LUMO, the calculation gives 10.03 eV. The molar mass is 192.20 g/mol. The HOMO energy is -9.0 eV. Its energy relative to the best compared isomer or geometry (same formula, charge and spin) is 0.000 eV.

(3)
This record from the OMol25 dataset describes C8H17O4P as an isolated structure. The level of theory is ωB97M-V with the def2-TZVPD basis set.

Each line ends with the Löwdin charge.
CARTESIAN COORDINATES (ANGSTROEM)
1 P 1.7619 -0.6807 0.8947  0.71
2 O 3.1769 -1.6225 -0.5051  -0.05
3 O 2.9439 -0.2687 -0.1830  -0.17
4 O 2.4645 -2.2347 0.5522  -0.15
5 O 2.0854 -0.1362 2.2326  -0.31
6 C -0.9879 -0.7483 -2.3473  -0.08
7 C -0.2156 3.3901 0.0542  -0.11
8 C 0.3735 1.9645 -0.2630  -0.25
9 C -0.8996 -1.6089 2.2091  -0.12
10 C 0.2283 -0.9681 -1.4647  -0.25
11 C -0.6051 0.8911 0.2397  -0.19
12 C -0.9403 -1.5698 0.7019  -0.27
13 C -0.1456 -0.5260 -0.0462  -0.44
14 H 0.4771 4.3672 0.0603  0.12
15 H -0.7374 -0.4115 -3.3509  0.08
16 H 0.5993 -1.9613 -1.2873  0.09
17 H -1.3292 -2.5609 2.5591  0.08
18 H -1.9893 -1.4404 0.3315  0.13
19 H -0.8653 3.3662 0.9023  0.04
20 H -1.4863 0.2460 -2.0149  0.10
21 H -0.6404 0.8624 1.3562  0.13
22 H -0.8945 3.5227 -0.8523  0.08
23 H 1.3985 2.0961 0.1822  0.12
24 H -0.7238 -2.6320 0.2404  0.15
25 H -1.6033 0.9734 -0.1995  0.12
26 H 0.5564 1.9743 -1.2803  0.07
27 H -1.5668 -1.6248 -2.1654  0.07
28 H -1.6021 -0.8617 2.6138  0.08
29 H 1.0631 -0.2122 -1.8650  0.15
30 H 0.1037 -1.5854 2.6946  0.07

For the gap between HOMO and LUMO (alpha / beta), the calculation gives 6.16 / 7.68 eV. The molar mass is 208.19 g/mol. The spin multiplicity is 3. The HOMO energy (alpha / beta) is -5.5 / -10.0 eV. Its energy relative to the best compared isomer or geometry (same formula, charge and spin) is 7.491 eV.

(4)
This record from the OMol25 dataset describes a 2-piece molecular cluster, C8H17PSi overall. The level of theory is ωB97M-V with the def2-TZVPD basis set.

Each line ends with the Löwdin charge.
CARTESIAN COORDINATES (ANGSTROEM)
1 P 2.5551 0.3930 -1.8975  0.85
2 Si -1.7980 0.1095 0.0087  0.43
3 C 2.9985 1.2533 -0.1582  -0.38
4 C 3.3564 0.1204 0.8677  -0.21
5 C -1.8315 0.8884 -1.7426  -0.18
6 C -2.2163 -1.7172 -0.3163  -0.20
7 C -0.3856 0.2595 1.1342  -0.03
8 C -3.4618 0.7356 0.7353  -0.19
9 C 2.4647 -1.0854 -1.1292  -0.35
10 C 2.9838 -1.3545 0.2723  -0.26
11 H -3.3378 1.7877 1.1032  0.04
12 H -2.9088 -2.1632 0.3079  -0.02
13 H 2.1716 -1.7976 0.8281  0.07
14 H -1.3081 -2.3959 -0.3393  0.04
15 H -0.2053 -0.4787 1.8629  0.00
16 H -1.7146 0.0440 -2.3829  0.00
17 H -3.5032 -0.0042 1.5513  0.02
18 H 2.0681 1.7424 0.0532  0.01
19 H 2.8088 0.4280 1.7157  0.06
20 H -0.0368 1.2387 1.2688  -0.02
21 H 3.8014 -2.0631 0.2344  0.08
22 H 3.6944 2.0331 -0.2979  0.03
23 H -2.7560 -1.6651 -1.3350  0.05
24 H 4.3927 0.1868 1.2028  0.09
25 H -2.7360 1.4019 -1.9647  0.01
26 H -0.8838 1.4970 -1.6176  0.03
27 H -4.2121 0.6056 0.0348  -0.01

For the gap between HOMO and LUMO (alpha / beta), the calculation gives 7.97 / 8.12 eV. The molar mass is 172.28 g/mol. The HOMO energy (alpha / beta) is -8.7 / -9.0 eV. Its energy relative to the best compared isomer or geometry (same formula, charge and spin) is 3.309 eV.

(5)
This record from the OMol25 dataset describes C8H18AgBr2F2N2O2 as an isolated structure. The level of theory is ωB97M-V with the def2-TZVPD basis set.

Each line ends with the Löwdin charge.
CARTESIAN COORDINATES (ANGSTROEM)
1 Ag -0.6627 -1.5077 1.1216  0.71
2 Br -0.4545 -2.2219 -4.5610  0.49
3 Br 2.0217 -1.3347 -2.3054  0.60
4 F -2.9542 -2.3289 1.3878  -0.83
5 F 0.7989 -3.3435 1.5900  -0.77
6 O -0.9112 0.2570 -0.4359  -0.13
7 O 1.9508 0.0031 1.9010  -0.06
8 N 1.1083 0.8745 3.8947  -0.19
9 N -0.5325 1.4255 -2.4346  -0.18
10 C 0.8773 0.8896 5.3475  -0.06
11 C -1.8922 1.4542 -2.9381  -0.09
12 C 2.0922 0.2837 3.1386  -0.27
13 C -0.1375 0.9355 -1.1963  -0.28
14 C -0.6613 -2.6912 -2.6316  -0.58
15 C -0.1320 1.2900 3.1858  -0.07
16 C 0.2265 2.0263 -3.5271  -0.07
17 C 0.7784 -2.8530 -2.0063  -0.62
18 H -2.0350 1.2117 -3.9912  0.08
19 H -0.5305 2.2121 3.6089  0.08
20 H 0.2056 0.1043 5.6944  0.09
21 H -1.3930 -3.4941 -2.5415  0.07
22 H 0.5632 1.8994 5.6116  0.08
23 H -0.1110 3.0627 -3.5347  0.09
24 H -0.1395 1.2413 2.0969  0.06
25 H 0.5777 -3.1462 -0.9758  0.04
26 H -2.2067 2.4951 -2.8622  0.08
27 H 2.9194 0.0406 3.8234  0.13
28 H -2.6922 1.0292 -2.3320  0.10
29 H 1.8624 0.7016 5.7745  0.08
30 H 1.2457 1.7341 -3.2739  0.08
31 H -0.0439 1.5455 -4.4672  0.08
32 H 0.8956 1.1138 -0.8603  0.12
33 H 1.3340 -3.6914 -2.4265  0.04
34 H -1.0344 -1.7772 -2.1695  0.02
35 H -0.9333 0.5591 3.2945  0.08

For the gap between HOMO and LUMO, the calculation gives 6.88 eV. As for the charge: -1. The molar mass is 479.92 g/mol. The HOMO energy is -4.5 eV. Its energy relative to the best compared isomer or geometry (same formula, charge and spin) is 1.191 eV.

(6)
This record from the OMol25 dataset describes C8H18AlF6N4O5PS2 as an isolated structure. The level of theory is ωB97M-V with the def2-TZVPD basis set.

Each line ends with the Löwdin charge.
CARTESIAN COORDINATES (ANGSTROEM)
1 S -0.6766 -1.3102 -5.3927  0.64
2 S -1.4813 -0.9605 -2.9884  0.59
3 P 0.4871 0.8858 1.4657  0.63
4 Al 2.2108 0.2052 -2.5489  1.01
5 F -2.1319 -3.6734 -3.3166  0.13
6 F -0.3956 -3.3492 -2.0651  0.13
7 F 0.4782 -3.0552 -7.1562  0.11
8 F 0.9925 -3.4773 -5.0200  0.11
9 F 1.9575 -1.7494 -6.2120  0.08
10 F -2.4156 -2.9455 -1.3295  0.13
11 O -1.8381 -2.2301 -5.5219  -0.31
12 O 1.0087 0.7147 0.0995  -0.36
13 O -0.6698 -0.1253 -6.3065  -0.32
14 O -1.0796 -0.1762 -1.8475  -0.40
15 O -2.7315 -0.6218 -3.6174  -0.26
16 N 1.7527 0.7812 2.6104  -0.30
17 N -0.1122 -0.8622 -3.9494  -0.40
18 N -0.3046 2.3045 1.9410  -0.30
19 N -0.6332 -0.3816 1.9296  -0.07
20 C -1.6009 -2.8765 -2.3718  -0.61
21 C 3.0332 1.4235 2.3181  -0.08
22 C 0.8400 -2.5175 -5.9581  -0.54
23 C -0.8611 2.6514 3.2432  -0.10
24 C -0.1386 -1.8106 1.9941  0.00
25 C 0.0322 3.4642 1.1343  -0.10
26 C -1.9896 -0.2603 1.3543  -0.02
27 C 1.4497 0.7172 4.0706  -0.08
28 H 1.4789 1.7363 4.4561  0.08
29 H 3.7460 1.1913 3.1094  0.09
30 H 2.3652 0.3870 4.5614  0.09
31 H -1.0751 1.7267 3.7790  0.07
32 H 3.4021 0.9942 1.3866  0.09
33 H 0.1383 3.2525 0.0703  0.09
34 H -0.0628 -2.2511 1.0000  0.11
35 H 2.9464 2.5065 2.4063  0.09
36 H 0.5657 0.1155 4.2817  0.08
37 H -0.8288 -2.3895 2.6077  0.11
38 H 0.9438 3.8448 1.5950  0.09
39 H -1.9999 -0.5638 0.3075  0.09
40 H -0.1889 3.1637 3.9315  0.08
41 H 0.8634 -1.9156 2.4101  0.10
42 H -1.6527 3.3992 3.1948  0.10
43 H -0.6703 4.2971 1.1644  0.10
44 H -2.4735 0.7160 1.3796  0.11
45 H -2.6804 -0.9760 1.8000  0.12

For the gap between HOMO and LUMO (alpha / beta), the calculation gives 7.99 / 3.89 eV. As for the charge: +1. The molar mass is 486.33 g/mol. The spin multiplicity is 2. The HOMO energy (alpha / beta) is -12.0 / -12.0 eV.

(7)
This record from the OMol25 dataset describes a 2-piece molecular cluster, C8H18BF2N3O overall. The level of theory is ωB97M-V with the def2-TZVPD basis set.

Each line ends with the Löwdin charge.
CARTESIAN COORDINATES (ANGSTROEM)
1 F -2.0384 2.0965 1.2014  -0.60
2 F 2.6478 1.3032 1.3579  -0.04
3 O -3.8398 -0.3172 -1.6639  0.21
4 N 2.1308 -2.3539 0.5424  -0.12
5 N -4.2219 0.0007 0.7963  0.18
6 N -1.9123 -0.1895 -0.3134  0.11
7 C 1.1809 -1.3838 1.0668  -0.18
8 C 0.3321 -0.6229 0.0300  -0.18
9 C 2.5294 1.6819 0.0337  -0.20
10 C 0.0551 0.9082 0.1561  -0.25
11 C -1.1314 0.9865 -0.7679  -0.12
12 C 3.2597 -1.7679 -0.1597  -0.13
13 C 1.0887 1.9187 -0.3371  -0.12
14 C -1.0934 -1.0702 0.0922  0.05
15 B -3.4172 -0.1575 -0.3909  -0.61
16 H 2.9980 -1.3198 -1.1249  0.07
17 H 0.5095 -1.9655 1.6949  0.11
18 H -0.3097 1.1461 1.1519  0.13
19 H -0.8235 0.7656 -1.7935  0.14
20 H 1.7104 -0.6891 1.7044  0.11
21 H 2.9980 0.9358 -0.6028  0.09
22 H 3.1003 2.5977 -0.0934  0.12
23 H -4.7828 -0.1535 -1.7493  0.12
24 H 1.0355 2.0146 -1.4203  0.12
25 H -4.9768 -0.6796 0.7768  0.07
26 H 1.6431 -2.9930 -0.0705  0.10
27 H 4.0132 -2.5232 -0.3518  0.08
28 H 0.6392 -0.8790 -0.9935  0.16
29 H 3.6821 -0.9849 0.4594  0.07
30 H 0.7796 2.8719 0.0837  0.13
31 H -4.6630 0.9101 0.8570  0.09
32 H -1.4515 -2.0034 0.4999  0.16
33 H -1.6717 1.9162 -0.6722  0.12

For the gap between HOMO and LUMO, the calculation gives 8.02 eV. The molar mass is 221.06 g/mol. The HOMO energy is -8.0 eV.

(8)
This record from the OMol25 dataset describes a 8-piece molecular cluster, C8H18Cl8N6O12 overall. The level of theory is ωB97M-V with the def2-TZVPD basis set.

Each line ends with the Löwdin charge.
CARTESIAN COORDINATES (ANGSTROEM)
1 Cl 2.8742 2.2063 -5.0842  0.57
2 Cl -4.4681 -2.4617 -2.9561  0.49
3 Cl -2.0327 -1.1124 -3.0136  0.58
4 Cl -2.2754 -3.7314 -4.3679  0.54
5 Cl 0.1325 2.4722 -6.0168  0.56
6 Cl -3.5436 -1.3286 -5.4333  0.53
7 Cl 0.7406 1.3393 -3.4773  0.54
8 Cl 0.9740 4.1876 -4.0070  0.53
9 O 4.7145 -3.0384 3.0847  0.06
10 O 5.2779 1.3448 -2.1966  0.02
11 O -2.4565 -0.0734 1.1224  0.04
12 O -0.0352 -1.5762 6.8850  0.08
13 O -4.1325 1.7649 -2.5142  0.05
14 O -0.1791 -3.3121 5.6087  0.03
15 O 5.3011 -1.5804 4.5626  0.06
16 O 3.3807 1.3320 -0.9414  0.03
17 O 0.0629 -1.4997 1.4108  0.06
18 O -2.0117 2.0152 -1.9778  0.01
19 O -4.0861 -0.7045 -0.0550  0.05
20 O 1.9169 -0.2428 1.1978  0.03
21 N -0.4106 -2.1119 5.8788  -0.46
22 N 4.4941 -2.1269 3.8352  -0.46
23 N -2.9933 2.2301 -2.6541  -0.43
24 N -3.5442 0.1271 0.6255  -0.45
25 N 4.5029 0.9203 -1.2657  -0.37
26 N 0.8346 -0.7680 0.7933  -0.38
27 C 0.3836 -0.5588 -0.5617  -0.01
28 C -2.8622 3.3573 -3.5696  0.04
29 C 1.2073 2.5582 -4.6735  -2.07
30 C 5.0224 -0.1607 -0.3795  0.03
31 C -1.1764 -1.3312 4.9232  0.04
32 C 3.0515 -1.7382 3.8874  0.03
33 C -4.2452 1.3962 0.8369  0.03
34 C -3.0029 -2.1595 -3.9760  -2.03
35 H 5.8857 0.1224 0.2225  0.11
36 H -0.6776 -1.1197 3.9774  0.09
37 H 0.3012 -1.5298 -1.0500  0.10
38 H -3.5243 2.2018 0.9759  0.10
39 H 2.8367 -2.0034 4.9226  0.10
40 H 5.1316 -1.1284 -0.8693  0.10
41 H -4.9350 1.6348 0.0273  0.09
42 H -1.9314 -2.0858 4.7025  0.11
43 H -4.6909 1.3144 1.8282  0.10
44 H -0.6208 -0.1359 -0.5835  0.06
45 H -3.6965 3.2547 -4.2636  0.11
46 H -1.5625 -0.4914 5.5009  0.10
47 H -2.7593 4.2869 -3.0098  0.12
48 H 4.2322 -0.3921 0.3347  0.06
49 H 2.9624 -0.6588 3.7646  0.09
50 H 2.4485 -2.2301 3.1243  0.08
51 H -1.9268 3.2172 -4.1113  0.04
52 H 1.1105 0.1085 -1.0249  0.05

The SMILES is C[N+](=O)[O-].C[N+](=O)[O-].C[N+](=O)[O-].C[N+](=O)[O-].C[N+](=O)[O-].C[N+](=O)[O-].ClC(Cl)(Cl)Cl.ClC(Cl)(Cl)Cl. For the gap between HOMO and LUMO, the calculation gives 10.36 eV. The molar mass is 673.89 g/mol. The HOMO energy is -11.0 eV.